Formula: C3H11NO
Source: the OMol25 dataset
Level of theory: the ωB97M-V functional and the def2-TZVPD basis

Geometry as XYZ:
```
16
Properties=species:S:1:pos:R:3:forces:R:3
C -0.72131 0.34273 0.89445 -0.69 -0.25 1.05
C 0.48481 0.02077 0.02604 -0.36 0.12 -0.50
C 1.63352 0.97828 0.25210 0.86 -0.02 0.59
N 0.93712 -1.37317 0.10016 0.04 0.26 0.14
H -1.35886 -0.52802 1.06170 0.11 -0.18 -0.20
H -0.49611 0.71186 1.89616 0.55 -0.15 0.10
H -1.41313 1.08331 0.52895 0.00 0.45 -0.71
H 0.16252 0.16010 -1.01884 0.13 0.00 0.13
H 2.58105 0.56880 -0.09383 -0.08 -0.05 -0.49
H 1.46044 1.92877 -0.21388 -0.12 0.45 -0.48
H 1.85852 1.23961 1.29178 -0.51 -0.36 0.22
H 0.12883 -1.97593 0.14779 -0.16 -0.20 -0.07
H 1.42390 -1.51982 0.97090 0.23 -0.06 0.27
O -2.52498 -0.77047 -1.75368 0.94 0.40 -0.43
H -1.56058 -0.90890 -1.81325 -0.55 -0.27 0.23
H -2.59575 0.04207 -2.27654 -0.41 -0.16 0.16
```
Forces are in eV/Å.

Summary:
* structure (SMILES): CC(C)N.O
* LUMO energy: 0.9 eV
* net charge: 0

These are the natural (NBO) partial charges, in e, on atoms 1 to 5: atom 1 (C): -0.633, atom 2 (C): -0.055, atom 3 (C): -0.618, atom 4 (N): -0.823, atom 5 (H): 0.213

=====

Formula: C22H61N2O27P6
Source: the OMol25 dataset
Level of theory: the ωB97M-V functional and the def2-TZVPD basis

Geometry as XYZ:
```
118
Properties=species:S:1:pos:R:3:forces:R:3
N 12.43278 16.48702 12.95043 0.57 3.72 0.06
O 13.15841 17.46932 13.43148 -0.93 -2.09 -0.75
O 11.98575 15.63035 13.69060 0.27 -1.03 0.72
O 12.09077 16.54575 11.75346 0.37 -0.25 -0.03
C 8.06020 14.59627 12.17300 0.49 0.32 0.81
C 9.58906 14.57233 12.32045 0.12 -0.60 0.32
C 10.28516 14.22017 11.02912 1.12 -0.78 0.80
C 10.23934 12.80674 10.68061 -0.06 -2.43 -1.97
N 10.23360 11.74504 10.18170 -0.01 2.17 1.53
H 7.63241 14.62993 13.18917 -0.29 0.17 -0.66
H 7.57258 13.84946 11.54793 0.36 -0.61 0.29
H 7.86127 15.51336 11.63655 -0.42 0.54 0.10
H 10.04099 14.00627 13.18058 -0.88 0.07 -0.90
H 9.94306 15.56379 12.52536 -0.10 0.64 0.23
H 11.33336 14.51645 11.08481 0.08 -0.06 0.21
H 9.93528 14.76967 10.19306 -0.76 0.58 -0.85
C 9.15298 16.65770 16.12095 -0.43 -0.84 2.82
O 8.25808 15.99098 17.09900 0.02 -0.29 -0.17
P 6.79902 15.52039 16.75083 -1.67 0.14 0.07
O 6.43136 15.25343 15.35234 0.88 -0.25 0.30
O 6.50666 14.38616 17.83417 0.68 0.15 0.00
C 7.50724 13.44556 18.18180 -0.91 -1.86 0.45
O 5.74223 16.56473 17.30886 -0.20 1.30 0.43
C 5.88135 17.30942 18.56200 0.42 -1.40 -0.81
H 9.04892 16.14870 15.21107 -0.04 -0.08 -1.52
H 10.12147 16.54736 16.57716 0.51 -0.28 -0.25
H 8.88865 17.66723 16.26014 -0.24 1.39 -1.04
H 7.30906 12.48175 17.68541 0.19 0.41 -0.03
H 7.50042 13.22333 19.25040 -0.43 0.32 0.07
H 8.48195 13.77230 17.97706 1.31 0.55 -0.63
H 4.91409 17.31613 19.08355 0.15 0.49 -0.61
H 6.32820 18.28206 18.29616 -0.42 -0.35 0.58
H 6.51488 16.69277 19.20151 0.37 0.46 0.16
C 18.45312 15.06768 9.48353 0.48 1.45 1.49
O 17.16219 15.66827 9.45607 -1.59 -0.15 0.53
P 16.16255 15.45481 10.70691 -1.13 -0.19 0.35
O 16.97938 15.21801 11.93327 -1.12 0.13 -0.91
O 15.10909 16.68003 10.73823 1.92 -0.56 -0.15
C 15.56333 17.94189 11.36217 -1.86 -1.34 0.19
O 15.09348 14.30181 10.24029 1.08 0.79 0.73
C 14.18826 13.74691 11.23936 0.77 0.97 1.17
H 18.78780 14.84089 10.51068 -0.17 0.61 -0.26
H 19.09673 15.81235 9.00821 0.18 -0.49 0.01
H 18.45109 14.13415 9.02445 -0.12 -1.45 -1.43
H 14.69811 18.18431 12.02110 0.72 0.16 -0.48
H 15.74203 18.64466 10.56708 0.14 0.37 -0.14
H 16.42070 17.70572 11.95450 0.69 0.29 0.43
H 13.88414 14.45474 12.05175 0.58 -0.20 -0.76
H 14.66831 12.89182 11.70796 0.02 -0.13 -0.06
H 13.27646 13.46029 10.78017 -0.56 -0.36 -0.85
C 7.86877 12.01875 14.54957 -0.75 1.98 -0.51
O 9.05111 12.56604 15.18982 -0.89 0.58 0.13
P 10.03642 11.52454 15.80784 1.20 -1.16 1.20
O 9.59679 10.64415 16.91173 0.06 0.74 -0.56
O 10.30898 10.71038 14.45802 1.01 0.13 0.11
C 11.38817 9.78856 14.25288 -0.01 -0.31 0.52
O 11.34218 12.36153 16.25544 -2.23 -2.04 -0.10
C 11.87220 13.37594 15.41663 -0.63 0.45 1.34
H 8.16464 11.41848 13.72109 0.21 -0.75 -0.39
H 7.26676 12.86046 14.12188 0.77 -0.50 0.67
H 7.23220 11.52575 15.25956 -0.02 -0.53 0.39
H 11.67701 9.92688 13.21320 0.22 -0.13 0.08
H 11.03234 8.75754 14.41444 0.03 0.40 -0.11
H 12.25354 9.93804 14.94044 -0.64 0.23 -0.48
H 11.76617 13.09776 14.40745 0.04 -0.03 -1.39
H 12.87041 13.38559 15.76510 1.24 0.77 -0.25
H 11.33308 14.28790 15.67049 0.35 0.16 -0.45
C 9.35315 18.56001 12.05912 -0.66 -0.09 -1.25
O 9.69915 19.89598 11.59400 0.75 -0.44 -0.04
P 10.31848 20.91584 12.66368 -0.34 -0.84 -0.12
O 10.42068 20.32227 13.97214 0.28 -0.33 1.46
O 11.67099 21.49619 12.06256 -1.71 1.40 0.66
C 12.59548 20.54243 11.66624 0.65 -2.28 -0.11
O 9.30571 22.10509 12.61460 0.32 0.15 0.55
C 9.17938 22.78359 11.39117 -0.42 0.54 -0.49
H 8.28447 18.46737 11.96559 -0.50 0.04 -0.16
H 9.58081 18.42540 13.07150 0.60 0.05 1.47
H 9.80895 17.73869 11.49870 0.37 0.64 -0.28
H 12.05344 19.94617 10.91661 1.04 -0.05 -0.33
H 12.87177 19.82062 12.47471 -0.25 0.62 -0.32
H 13.49730 21.04806 11.33405 -0.11 -0.04 -0.36
H 8.96520 22.04892 10.58158 0.34 0.75 0.30
H 10.08754 23.39533 11.25395 -0.44 -0.31 -0.48
H 8.31843 23.43589 11.54724 0.08 0.06 -0.40
C 17.37322 14.74590 18.55770 1.49 -2.48 -1.57
O 17.30895 13.66613 17.46097 -1.87 0.69 1.12
P 15.78211 13.24533 17.01018 0.39 1.08 0.12
O 14.65637 14.17329 17.33722 1.58 -0.85 0.05
O 15.94556 12.99015 15.45918 0.17 -0.74 0.84
C 16.17489 14.08680 14.59070 1.23 0.24 -1.16
O 15.62645 11.77299 17.58580 0.65 0.22 -0.56
C 14.45266 11.07648 17.17725 -0.67 -0.80 0.92
H 16.37849 15.01482 18.69396 -1.53 1.21 0.35
H 18.04380 15.48438 18.12015 -0.30 0.15 0.41
H 17.75995 14.27885 19.47672 0.07 0.17 -0.52
H 15.36872 14.79579 14.68831 -0.09 0.58 0.21
H 16.08570 13.66504 13.56843 0.51 0.45 0.70
H 17.21816 14.55083 14.77004 -1.77 -0.71 -0.38
H 13.61004 11.60693 17.61002 -0.41 0.01 -0.51
H 14.46270 10.08732 17.63318 0.29 0.07 0.31
H 14.36445 10.85345 16.11649 0.18 0.74 -0.25
C 15.76071 20.56607 13.61532 1.16 1.11 -1.38
O 16.59942 19.67198 14.31838 0.15 0.59 1.80
P 16.60367 19.91272 15.95856 -2.61 -0.17 -2.36
O 15.87005 21.10623 16.39093 0.04 -0.57 0.03
O 16.14192 18.47388 16.39874 0.95 0.32 0.63
C 14.87577 18.01155 15.96549 -1.55 -1.28 0.65
O 18.06802 19.95138 16.32870 1.91 0.58 1.29
C 19.02981 19.13862 15.73057 1.23 0.90 -1.09
H 15.52252 20.07000 12.68711 -0.14 0.03 -0.28
H 16.28915 21.54024 13.37930 -0.48 -1.00 0.31
H 14.86941 20.79163 14.14180 -0.88 0.18 0.54
H 14.50944 17.32990 16.77492 0.28 0.47 -0.71
H 14.91159 17.41431 15.02998 0.11 0.79 0.47
H 14.16094 18.84640 15.92623 0.16 -0.30 -0.39
H 19.85845 19.05327 16.38807 0.60 -0.19 0.92
H 19.44527 19.66059 14.84899 -0.48 -0.44 0.07
H 18.65727 18.17663 15.49878 -0.44 -0.99 -0.43
```
Forces are in eV/Å.

Summary:
* LUMO energy: 2.3 eV
* net charge: -1

These are the Mulliken partial charges, in e, on atoms 1 to 5: atom 1 (N): 0.437, atom 2 (O): -0.568, atom 3 (O): -0.181, atom 4 (O): -0.730, atom 5 (C): -1.097

=====

no.,HOMO level (eV)
1,-9.537
2,-6.373